Below is a structure of composition C41H32GeN5O2Tl at a distorted geometry, with properties calculated with ωB97M-V/def2-TZVPD.

Its highest occupied orbital energy is -6.618 eV. The energy above the lowest of the compared OMol25 structures with the same formula, charge and spin is 72.86 kcal per mole. As for the HOMO-LUMO gap: 6.00 eV.

Structure (ORCA input):
```
! RIJCOSX wB97M-V def2-TZVPD def2/J DEFGRID3
* xyz 0 1
Tl 3.5526 0.5933 -2.2753
C -3.9551 -1.5014 3.5138
O -4.7625 -1.9620 2.4582
C -4.1751 -2.3127 1.2829
C -5.0441 -2.7737 0.2868
C -4.5524 -3.1866 -0.9242
C -3.1786 -3.1081 -1.2002
C -2.3122 -2.6561 -0.2043
C -2.8083 -2.2787 1.0296
N -2.7814 -3.6538 -2.4037
N -1.8922 -3.2952 -3.1620
C -1.0394 -2.1721 -3.1140
C -1.0141 -0.1582 -3.9683
C 0.3443 0.5189 -3.8116
C 0.2793 1.0443 -2.4056
O 1.0538 2.0180 -2.0905
C 1.0341 -1.2444 -2.2774
N 2.2042 -1.3474 -1.4994
C 2.6815 -2.5766 -1.2458
C 2.1060 -3.7532 -1.6399
C 0.8518 -3.7068 -2.2927
C 0.3100 -2.5018 -2.5595
H -4.6298 -1.3269 4.3511
H -3.4439 -0.5682 3.2589
H -3.2152 -2.2517 3.8079
H -6.0991 -2.8020 0.5081
H -5.2111 -3.5537 -1.6966
H -1.2453 -2.6533 -0.3795
H -2.1195 -1.9419 1.7852
H -1.7641 0.5033 -4.3985
H 0.6027 1.2274 -4.5995
H 3.5925 -2.5856 -0.6554
H 2.5838 -4.6975 -1.4430
H 0.3288 -4.6181 -2.5452
C 1.5876 2.4258 -0.9428
Ge 1.3163 2.0630 0.9685
C -0.4468 2.7434 1.5922
C -0.8113 2.6325 2.9293
C -2.0224 3.1340 3.3712
C -2.8884 3.7422 2.4782
C -2.5414 3.8455 1.1426
C -1.3258 3.3507 0.7056
C 2.8202 3.1967 1.5991
C 4.0387 3.1439 0.9293
C 5.0918 3.9616 1.2943
C 4.9432 4.8453 2.3501
C 3.7381 4.9093 3.0285
C 2.6883 4.0879 2.6550
C 1.5559 0.2748 1.7879
C 2.7969 -0.0849 2.2957
C 2.9547 -1.2591 3.0091
C 1.8656 -2.0874 3.2222
C 0.6236 -1.7347 2.7232
C 0.4678 -0.5561 2.0177
H 1.9655 3.4361 -1.0828
H -0.1411 2.1449 3.6271
H -2.2959 3.0498 4.4129
H -3.8359 4.1299 2.8212
H -3.2184 4.3086 0.4404
H -1.0545 3.4348 -0.3397
H 4.1561 2.4550 0.0959
H 6.0267 3.9208 0.7533
H 5.7614 5.4883 2.6395
H 3.6126 5.6079 3.8432
H 1.7419 4.1473 3.1777
H 3.6401 0.5790 2.1507
H 3.9231 -1.5202 3.4140
H 1.9799 -3.0006 3.7871
H -0.2236 -2.3802 2.9026
H -0.5114 -0.2598 1.6596
N -3.5425 0.0167 -1.5256
C -2.5450 -0.3411 -1.9651
C -1.2970 -0.6997 -2.5389
C -0.9329 -1.5719 -4.5649
C 0.3561 -1.9013 -5.2311
C 1.4747 -1.3814 -4.7375
N 1.4232 -0.4876 -3.6363
C -0.0628 -0.2355 -1.7349
H -1.7964 -1.8405 -5.1755
H 0.3507 -2.5877 -6.0619
H 2.4544 -1.6168 -5.1264
H -0.1434 -0.2467 -0.6522
*
```